{
  "formula": "C31H54ClHfNO3P2SSi2",
  "method": "ωB97M-V with the def2-TZVPD basis set",
  "species": ["Hf", "C", "C", "C", "Si", "C", "C", "Si", "H", "H", "H", "Cl", "C", "C", "C", "C", "H", "H", "H", "H", "H", "H", "H", "H", "H", "H", "H", "H", "C", "C", "P", "H", "H", "P", "H", "H", "C", "C", "C", "C", "C", "H", "C", "H", "H", "H", "H", "H", "H", "H", "C", "C", "H", "H", "H", "H", "H", "H", "H", "C", "C", "H", "H", "H", "H", "H", "H", "C", "C", "H", "H", "H", "H", "H", "H", "H", "C", "H", "H", "H", "O", "S", "O", "N", "C", "O", "C", "C", "C", "C", "C", "C", "H", "H", "H", "H"],
  "xyz": [[-0.0676, 0.0406, 0.5399], [1.9974, -0.0540, -0.6352], [1.2809, -1.2463, -0.9763], [0.1109, -0.8567, -1.7554], [2.0330, -2.9467, -0.7415], [0.1102, 0.5408, -1.8763], [1.2782, 1.0604, -1.1731], [2.0297, 2.7767, -1.2349], [2.8544, 0.0073, 0.0708], [-0.6128, -1.5150, -2.2566], [-0.6152, 1.1029, -2.4819], [-2.2489, 0.0926, 1.0475], [3.8692, 2.7021, -1.0260], [1.5721, 3.5825, -2.8403], [3.8710, -2.8354, -0.5369], [1.5844, -4.0155, -2.1894], [2.2572, 3.1859, -3.6088], [1.7332, 4.6696, -2.7631], [0.5395, 3.3962, -3.1690], [4.1331, 2.2047, -0.0794], [4.2650, 3.7311, -1.0094], [4.3532, 2.1638, -1.8579], [2.2525, -3.7335, -3.0204], [0.5451, -3.9118, -2.5314], [1.7746, -5.0707, -1.9378], [4.3580, -2.4454, -1.4461], [4.2670, -3.8460, -0.3439], [4.1297, -2.1841, 0.3127], [1.2319, 3.6185, 0.2480], [1.2276, -3.5232, 0.8588], [-0.4501, 2.9820, 0.5012], [1.2533, 4.7179, 0.1264], [1.8333, 3.3536, 1.1435], [-0.4557, -2.8559, 0.9953], [1.8268, -3.1130, 1.6992], [1.2474, -4.6273, 0.9209], [-1.0742, -3.6323, 2.5692], [-1.4409, -3.8607, -0.2621], [-1.4419, 3.7569, -0.9051], [-1.0649, 4.0107, 1.9250], [-1.0012, 3.1850, 3.2088], [-2.1147, 4.2191, 1.6694], [-0.3368, 5.3394, 2.1343], [0.7161, 5.1789, 2.3959], [-0.8163, 5.8593, 2.9733], [-0.3833, 6.0084, 1.2702], [-1.5451, 2.2359, 3.1258], [-1.4293, 3.7541, 4.0454], [0.0427, 2.9655, 3.4689], [-1.0871, 3.2419, -1.8072], [-1.2077, 5.2576, -1.0824], [-2.9479, 3.4847, -0.7667], [-0.1546, 5.5371, -1.2128], [-1.6387, 5.8366, -0.2510], [-1.7404, 5.5632, -1.9966], [-3.2270, 2.5573, -1.2818], [-3.5067, 4.3051, -1.2468], [-3.2838, 3.4158, 0.2791], [-1.0809, -3.5069, -1.2364], [-2.9470, -3.5684, -0.1786], [-1.2065, -5.3695, -0.1788], [-0.1533, -5.6673, -0.2613], [-1.7409, -5.8284, -1.0254], [-1.6351, -5.7970, 0.7410], [-3.2239, -2.7466, -0.8507], [-3.2850, -3.3147, 0.8378], [-3.5058, -4.4614, -0.5047], [-1.0219, -2.6008, 3.6940], [-0.3417, -4.9021, 3.0055], [-2.1225, -3.8856, 2.3515], [0.7094, -4.6944, 3.2409], [-0.3805, -5.7102, 2.2688], [-0.8242, -5.2727, 3.9187], [0.0192, -2.3364, 3.9234], [-1.4579, -3.0231, 4.6098], [-1.5671, -1.6814, 3.4461], [-4.1364, -0.2081, -2.3554], [-3.2866, -0.2902, -3.0296], [-3.8133, -0.9474, -1.5909], [-3.7870, 0.6623, -1.7592], [4.6525, 1.6155, 4.3019], [3.9515, 0.3579, 4.2974], [4.6604, -0.8855, 4.4819], [3.0562, 0.2488, 2.8677], [1.7851, 0.2683, 3.0818], [0.8732, 0.1815, 2.1371], [1.3346, 0.3821, 4.4646], [-0.0016, 0.4044, 4.9207], [-0.1928, 0.4984, 6.3061], [0.9370, 0.5559, 7.1314], [2.2612, 0.5228, 6.6635], [2.4434, 0.4306, 5.2908], [-0.8406, 0.3474, 4.2080], [-1.2174, 0.5258, 6.7313], [0.7718, 0.6293, 8.1973], [3.1596, 0.5636, 7.2848]],
  "mulliken_charge": [-1.0839, -0.8327, 0.7861, -0.3337, -0.3558, -0.1321, 0.7140, -0.3606, 0.0639, 0.3507, 0.3957, -0.2161, -1.1319, -0.9729, -1.1145, -0.9776, 0.3856, 0.3618, 0.3247, 0.3055, 0.3680, 0.3325, 0.3753, 0.3349, 0.3635, 0.3301, 0.3673, 0.2994, -1.2671, -1.2297, 0.2261, 0.9327, 0.3933, 0.2078, 0.3735, 0.9233, 0.6576, 1.1272, 1.1319, 0.6637, -1.3799, 0.4655, -1.7273, 0.3188, 0.4935, 0.3119, 0.1399, 0.5697, 0.2245, -0.4088, -1.8380, -0.9467, 0.3102, 0.3229, 0.5242, -0.0355, 0.4513, 0.1812, -0.4099, -0.9725, -1.8100, 0.2968, 0.5260, 0.3151, 0.0225, 0.1895, 0.4413, -1.3593, -1.6987, 0.4471, 0.3101, 0.3118, 0.5003, 0.2240, 0.5758, 0.1319, -0.5264, 0.2226, 0.0043, -0.0636, -0.6705, 1.1815, -0.6699, -0.5455, 0.3683, 1.4100, 0.7821, 0.3377, -1.6799, -0.6210, -0.6117, -0.0729, 0.7758, 0.4035, 0.4277, 0.4412]
}



{
  "formula": "C31H54MgN3OP2",
  "method": "ωB97M-V with the def2-TZVPD basis set",
  "species": ["C", "C", "C", "C", "C", "H", "H", "H", "N", "P", "P", "C", "H", "H", "C", "O", "C", "H", "C", "C", "C", "C", "C", "H", "H", "H", "C", "H", "H", "H", "C", "H", "H", "H", "C", "H", "H", "H", "C", "H", "H", "H", "C", "H", "H", "H", "C", "H", "H", "H", "C", "H", "H", "H", "C", "H", "H", "H", "C", "H", "H", "H", "C", "H", "H", "H", "C", "H", "H", "H", "Mg", "N", "C", "C", "C", "C", "C", "H", "H", "H", "H", "H", "H", "H", "H", "H", "C", "C", "N", "H", "H", "H"],
  "xyz": [[-1.7637, 1.9869, 0.6291], [-2.2461, -0.3221, 0.3954], [-3.1278, 2.2845, 0.6937], [-3.6292, -0.0141, 0.2775], [-4.0678, 1.2745, 0.4685], [-3.4543, 3.3106, 0.8776], [-4.3204, -0.8147, 0.0205], [-5.1193, 1.5136, 0.4200], [-1.3242, 0.7154, 0.5378], [0.8530, 2.7615, -0.1375], [-0.2482, -2.1361, 1.2855], [-0.7636, 3.1580, 0.5985], [-1.1881, 4.0022, 0.0248], [-0.6087, 3.5462, 1.6223], [3.2776, -0.2298, -0.9022], [4.3398, -0.6872, -0.9137], [-1.8287, -1.6803, 0.6327], [-2.3928, -2.4698, 0.1227], [0.5041, -3.7779, 0.4399], [-1.2456, -2.5315, 2.9021], [0.5820, 3.1083, -1.9876], [2.0121, 3.9841, 0.7352], [1.7862, -3.3886, -0.3259], [2.5066, -2.8830, 0.3350], [2.2594, -4.3172, -0.6976], [1.5801, -2.7386, -1.1887], [0.9051, -4.7984, 1.5114], [1.6052, -4.3498, 2.2303], [0.0460, -5.2173, 2.0505], [1.4282, -5.6393, 1.0233], [-0.5046, -4.3396, -0.5395], [-0.0840, -5.2336, -1.0332], [-1.4480, -4.6409, -0.0662], [-0.6985, -3.5985, -1.3237], [-0.1950, -2.8349, 3.9638], [0.5996, -2.0722, 3.9356], [-0.6552, -2.8047, 4.9621], [0.2735, -3.8151, 3.8217], [-2.0322, -1.2698, 3.3105], [-1.3943, -0.3770, 3.2966], [-2.8788, -1.0846, 2.6409], [-2.4574, -1.3885, 4.3139], [-2.2156, -3.6825, 2.6180], [-2.8243, -3.5034, 1.7160], [-1.7310, -4.6696, 2.4888], [-2.9297, -3.7569, 3.4572], [3.4056, 3.8471, 0.0949], [4.1037, 4.5049, 0.6336], [3.7848, 2.8172, 0.1685], [3.4171, 4.1471, -0.9642], [2.0843, 3.5545, 2.2137], [1.1206, 3.6882, 2.7312], [2.3930, 2.5128, 2.3275], [2.8209, 4.1905, 2.7296], [1.5170, 5.4358, 0.6433], [0.4727, 5.5499, 0.9709], [2.1449, 6.0461, 1.3114], [1.6172, 5.8581, -0.3621], [-0.8156, 2.6108, -2.4004], [-1.6239, 3.1979, -1.9432], [-0.9143, 2.7035, -3.4929], [-0.9645, 1.5558, -2.1420], [1.6480, 2.3203, -2.7835], [1.5096, 1.2385, -2.6727], [1.5287, 2.5668, -3.8496], [2.6697, 2.5767, -2.4732], [0.7030, 4.5992, -2.3413], [0.0064, 5.2296, -1.7664], [1.7332, 4.9701, -2.2211], [0.4467, 4.7124, -3.4093], [0.8396, 0.2064, 0.0837], [0.4438, -0.5498, -1.8236], [-0.3005, -1.2056, -2.4635], [-1.4004, -1.7413, -3.2918], [-2.5665, -2.5280, -2.6590], [-2.0228, -0.4568, -3.8312], [-0.5939, -2.5828, -4.2760], [-2.2751, -3.4315, -2.1183], [-3.1412, -1.8910, -1.9710], [-3.2500, -2.8564, -3.4663], [-1.2481, 0.2588, -4.1346], [-2.6995, -0.6180, -4.6766], [-2.6114, -0.0102, -3.0086], [-1.1988, -3.2824, -4.8631], [-0.0760, -1.8972, -4.9541], [0.1837, -3.1810, -3.7571], [4.0036, 0.1626, 3.4968], [2.8957, 0.0965, 2.5714], [2.1245, -0.0276, 1.7078], [3.7135, 0.5700, 4.4763], [4.7884, 0.8029, 3.0696], [4.4015, -0.8498, 3.6427]],
  "mulliken_charge": [-0.0485, -0.5652, -0.6585, -0.7779, -1.1309, 0.4743, 0.4943, 0.4741, 0.6926, 0.2333, 0.4637, -1.8690, 0.7049, 0.7846, 0.3838, -0.2605, -0.9093, 0.5722, 2.2389, 1.5944, 1.9805, 1.9741, -1.5706, 0.2832, 0.5965, -0.0093, -1.8193, 0.3700, 0.2901, 0.5151, -1.4471, 0.5459, 0.2861, -0.2657, -1.5196, 0.1873, 0.4709, 0.3106, -1.6090, 0.1568, 0.2840, 0.6567, -1.3151, 0.1196, 0.2335, 0.4756, -1.6535, 0.5243, 0.2077, 0.2490, -1.4493, 0.3548, -0.0379, 0.5845, -1.5721, 0.2376, 0.5363, 0.3218, -1.6047, 0.2648, 0.6720, -0.0978, -1.2955, -0.0940, 0.5750, 0.2121, -1.9131, 0.3426, 0.3533, 0.5176, 2.4003, -0.3452, -0.9384, 2.4340, -1.3951, -1.7831, -1.5712, 0.3152, 0.2484, 0.5647, 0.4036, 0.4839, 0.2758, 0.4311, 0.4009, 0.2388, -1.6306, 0.4956, -0.4685, 0.3607, 0.3545, 0.4171],
  "charge": 1
}



{
  "formula": "C31H54N3OP2Re",
  "method": "ωB97M-V with the def2-TZVPD basis set",
  "species": ["C", "C", "C", "C", "C", "H", "H", "H", "N", "P", "P", "C", "H", "H", "C", "H", "C", "C", "C", "C", "C", "H", "H", "H", "C", "H", "H", "H", "C", "H", "H", "H", "C", "H", "H", "H", "C", "H", "H", "H", "C", "H", "H", "H", "C", "H", "H", "H", "C", "H", "H", "H", "C", "H", "H", "H", "C", "H", "H", "H", "C", "H", "H", "H", "C", "H", "H", "H", "Re", "C", "O", "N", "C", "C", "C", "C", "C", "H", "H", "H", "H", "H", "H", "H", "H", "H", "C", "C", "N", "H", "H", "H"],
  "xyz": [[2.3146, -1.2791, -1.1286], [1.6016, 0.8108, -2.0050], [3.1548, -1.5173, -2.2069], [2.2386, 0.4605, -3.2148], [3.0552, -0.6606, -3.3048], [3.8522, -2.3520, -2.1458], [2.0265, 1.0954, -4.0683], [3.6645, -0.8657, -4.1967], [1.6008, -0.1673, -1.0319], [0.6048, -2.2121, 0.9613], [0.3933, 2.3127, 0.0473], [2.2224, -2.2683, 0.0128], [2.3633, -3.2973, -0.3381], [3.0043, -2.0560, 0.7592], [1.0714, 2.0787, -1.6780], [0.5912, 2.6590, -2.4978], [-1.3930, 3.1677, 0.2938], [1.8075, 3.6439, 0.2136], [-0.4544, -3.4727, -0.0578], [0.9746, -3.0822, 2.6404], [-2.4338, 2.2229, 0.9094], [-2.0989, 1.8068, 1.8653], [-3.3464, 2.8105, 1.1055], [-2.7171, 1.3994, 0.2456], [-1.3124, 4.3580, 1.2525], [-0.9534, 4.0335, 2.2378], [-0.6949, 5.1895, 0.8958], [-2.3320, 4.7549, 1.3976], [-1.9080, 3.5750, -1.0776], [-2.8816, 4.0850, -0.9787], [-1.2492, 4.2570, -1.6300], [-2.0813, 2.6782, -1.6812], [1.9152, 4.0716, 1.6718], [2.0842, 3.1916, 2.3044], [2.7742, 4.7500, 1.7850], [1.0233, 4.5823, 2.0383], [3.1817, 3.0762, -0.1992], [3.4299, 2.1776, 0.3796], [3.2324, 2.8245, -1.2652], [3.9505, 3.8416, 0.0058], [1.4393, 4.7798, -0.7542], [1.3671, 4.4049, -1.7800], [0.4914, 5.2755, -0.5189], [2.2359, 5.5391, -0.7499], [-0.3762, -3.4133, 3.2856], [-0.1952, -3.8662, 4.2730], [-0.9590, -2.4908, 3.4331], [-0.9677, -4.1294, 2.7064], [1.7041, -2.1172, 3.5858], [2.6696, -1.7858, 3.1853], [1.0861, -1.2420, 3.8234], [1.9009, -2.6568, 4.5262], [1.8714, -4.3257, 2.5200], [2.8064, -4.1041, 1.9912], [2.1308, -4.6451, 3.5410], [1.3927, -5.1837, 2.0438], [-0.2296, -3.1837, -1.5472], [0.7777, -3.4798, -1.8679], [-0.9498, -3.7613, -2.1494], [-0.3732, -2.1240, -1.7787], [-1.9306, -3.2893, 0.2999], [-2.3048, -2.3110, -0.0102], [-2.5109, -4.0624, -0.2307], [-2.1196, -3.4130, 1.3715], [-0.1026, -4.9474, 0.1716], [0.9513, -5.1664, -0.0431], [-0.3622, -5.3054, 1.1758], [-0.7007, -5.5526, -0.5328], [0.3467, 0.1136, 0.8388], [1.9582, 0.4610, 1.7915], [2.9820, 0.7018, 2.3467], [-1.5693, -0.2503, -0.8373], [-2.3566, -0.4494, -1.7016], [-2.6315, -0.0149, -3.1363], [-1.8370, 1.1718, -3.7242], [-2.1410, -1.1985, -3.9595], [-4.0995, 0.3683, -3.1121], [-1.9923, 2.1291, -3.2400], [-0.7605, 1.0024, -3.7272], [-2.1459, 1.3212, -4.7689], [-2.3796, -2.1678, -3.5071], [-2.4747, -1.1414, -5.0028], [-1.0405, -1.1471, -3.9605], [-4.4707, 0.6259, -4.1119], [-4.7128, -0.4057, -2.6297], [-4.2246, 1.2669, -2.4819], [-1.3857, 0.3013, 4.8937], [-1.0367, -0.0315, 3.5303], [-0.6015, 0.0926, 2.4386], [-0.4882, 0.5777, 5.4694], [-1.8408, -0.5745, 5.3732], [-2.1164, 1.1202, 4.9317]],
  "lowdin_spin": [0.0346, 0.0280, 0.1129, 0.1246, 0.0137, 0.0044, 0.0042, -0.0014, 0.0760, 0.0223, 0.0697, 0.0071, -0.0001, -0.0002, 0.4941, 0.0136, 0.0369, 0.0309, 0.0014, 0.0161, 0.0056, 0.0014, 0.0009, 0.0006, 0.0034, 0.0003, 0.0000, 0.0017, 0.0069, 0.0020, 0.0000, 0.0012, 0.0059, 0.0005, 0.0023, 0.0000, 0.0204, -0.0001, 0.0089, 0.0011, 0.0089, 0.0030, 0.0004, 0.0005, 0.0043, 0.0009, 0.0023, 0.0001, 0.0011, -0.0001, 0.0007, 0.0003, 0.0041, 0.0000, 0.0009, 0.0000, 0.0002, 0.0007, -0.0001, -0.0002, 0.0009, 0.0002, 0.0001, 0.0000, 0.0007, 0.0000, 0.0000, 0.0002, 1.3416, 0.0256, 0.0734, -0.0006, 0.0067, 0.0006, 0.0027, 0.0005, 0.0003, 0.0004, 0.0013, 0.0002, 0.0000, 0.0001, 0.0002, 0.0000, 0.0000, 0.0000, 0.0436, 0.2630, 0.0292, 0.0092, 0.0097, 0.0098],
  "charge": 3,
  "spin_multiplicity": 4,
  "s2": 3.812
}



| no. | electronic energy (Ha) |
| --- | --- |
| 1 | -3662.23652 |
| 2 | -2335.74177 |
| 3 | -2213.08688 |